# C28H37N4

A cluster of 2 separate species, C28H37N4 in total (ωB97M-V with the def2-TZVPD basis set, the OMol25 dataset).

Structure (XYZ):
```
69
C28H37N4 ωB97M-V with the def2-TZVPD basis set
C 1.20 -4.67 -1.71
C 1.09 -3.24 -1.18
N -0.12 -2.60 -1.47
C -1.16 -3.34 -1.37
C -2.58 -2.87 -1.51
C -3.49 -4.09 -1.24
C -2.54 -5.31 -1.25
N -1.18 -4.73 -1.15
C 0.05 -5.52 -1.16
H 1.16 -4.66 -2.81
H 2.17 -5.11 -1.46
H 1.20 -3.24 -0.09
H 1.91 -2.61 -1.56
H -2.77 -2.05 -0.81
H -2.72 -2.47 -2.52
H -3.97 -3.99 -0.26
H -4.29 -4.18 -1.98
H -2.73 -6.00 -0.42
H -2.61 -5.88 -2.18
H -0.10 -6.43 -1.75
H 0.27 -5.83 -0.14
C -6.07 3.02 3.66
C -5.90 1.56 4.18
C -4.83 0.91 3.28
N -4.17 2.01 2.53
C -3.17 1.77 1.55
C -3.42 0.97 0.42
C -2.44 0.73 -0.50
C -1.13 1.25 -0.35
C -0.15 0.95 -1.32
C 1.26 1.12 -1.24
C 1.93 1.38 -0.02
C 3.28 1.60 0.01
C 4.04 1.56 -1.17
N 5.44 1.86 -1.15
C 5.88 3.28 -1.09
C 7.30 3.31 -0.49
C 7.58 1.88 0.03
C 6.35 1.03 -0.32
C 3.39 1.24 -2.38
C 2.05 1.01 -2.41
C -0.90 2.10 0.77
C -1.89 2.34 1.68
C -5.07 3.20 2.51
H -7.10 3.21 3.33
H -5.88 3.74 4.47
H -5.57 1.56 5.22
H -6.84 1.00 4.15
H -4.08 0.36 3.85
H -5.27 0.22 2.55
H -4.41 0.56 0.29
H -2.66 0.14 -1.37
H -0.51 0.55 -2.25
H 1.40 1.33 0.91
H 3.79 1.83 0.93
H 5.84 3.72 -2.09
H 5.17 3.84 -0.47
H 8.03 3.60 -1.26
H 7.38 4.05 0.30
H 8.49 1.47 -0.43
H 7.77 1.88 1.11
H 5.82 0.68 0.57
H 6.62 0.13 -0.89
H 3.98 1.17 -3.28
H 1.57 0.76 -3.34
H 0.03 2.62 0.86
H -1.71 2.97 2.54
H -5.56 3.23 1.54
H -4.48 4.12 2.61
```

The value obtained for the energy above the lowest of the compared OMol25 structures with the same formula, charge and spin is 186.50 kJ/mol. Its HOMO energy is -10.3496 eV. Its charge is +1. The frontier orbital gap comes out at 0.1936 Eh. For the LUMO energy, the calculation gives -5.08 eV.

***

# C28H37N8PS5V

A structure of composition C28H37N8PS5V (ωB97M-V with the def2-TZVPD basis set, the OMol25 dataset).

Structure (XYZ):
```
80
C28H37N8PS5V ωB97M-V with the def2-TZVPD basis set
V -0.36 -0.70 -0.33
C -2.51 -3.95 3.54
N -2.17 -3.41 2.21
C -2.28 -4.10 1.04
C -1.83 -3.27 0.06
N -1.44 -2.08 0.64
C -1.65 -2.19 1.94
P -1.55 -0.91 3.25
C 0.22 -0.52 3.39
N 0.98 -0.03 2.44
C 2.22 0.15 3.00
C 2.20 -0.22 4.31
N 0.92 -0.65 4.57
C 0.44 -1.12 5.87
C -2.08 0.53 2.28
N -1.51 0.99 1.17
C -2.22 2.12 0.82
C -3.23 2.33 1.71
N -3.14 1.32 2.63
C -4.02 1.16 3.80
H -2.76 -5.00 3.43
H -3.36 -3.42 3.97
H -1.68 -3.86 4.22
H -2.65 -5.12 1.00
H -1.72 -3.44 -1.00
H 3.06 0.53 2.42
H 2.97 -0.24 5.07
H 1.26 -1.09 6.57
H 0.07 -2.14 5.81
H -0.36 -0.49 6.24
H -1.96 2.71 -0.05
H -3.99 3.10 1.77
H -4.79 1.92 3.75
H -3.47 1.27 4.73
H -4.49 0.18 3.80
C 2.61 3.22 -4.11
C 3.39 2.13 -3.36
S 2.36 1.07 -2.30
C 2.92 1.49 -0.63
C 2.57 2.89 -0.14
S 0.77 3.12 0.00
C 0.47 4.62 -0.97
C 0.57 4.46 -2.50
S 2.26 4.71 -3.14
H 1.66 2.83 -4.47
H 3.18 3.57 -4.97
H 4.18 2.58 -2.74
H 3.86 1.46 -4.08
H 4.00 1.33 -0.58
H 2.44 0.73 -0.03
H 2.94 3.64 -0.83
H 3.00 3.06 0.84
H 1.13 5.41 -0.61
H -0.55 4.90 -0.70
H -0.07 5.20 -2.99
H 0.24 3.47 -2.80
C 3.20 -3.86 -0.93
C 2.03 -2.91 -1.12
S 1.66 -1.83 0.24
C 1.32 -2.87 -2.25
C 1.60 -3.78 -3.43
S -0.01 -1.72 -2.43
H 3.72 -3.63 0.00
H 3.93 -3.77 -1.74
H 2.88 -4.90 -0.89
H 2.53 -4.34 -3.31
H 1.66 -3.20 -4.36
H 0.78 -4.50 -3.57
N -1.13 3.26 -5.09
C -1.58 2.52 -4.33
C -2.15 1.58 -3.36
C -3.47 1.19 -3.45
C -3.94 0.29 -2.51
C -3.08 -0.19 -1.54
N -1.80 0.17 -1.45
C -1.34 1.07 -2.35
H -4.10 1.58 -4.23
H -4.97 -0.04 -2.53
H -3.41 -0.90 -0.80
H -0.31 1.38 -2.27
```

The value obtained for the energy above the lowest of the compared OMol25 structures with the same formula, charge and spin is 167.40 kJ/mol. Its multiplicity is 4. Its HOMO energy (alpha / beta) is -5.2580 / -5.5140 eV. Its charge is 0. The frontier orbital gap (alpha / beta) comes out at 0.1946 / 0.2032 Eh. For the LUMO energy (alpha / beta), the calculation gives 0.04 / 0.02 eV.

***

In eV/A, the max |F| values for the records above are, in order, 2.29; 2.11.